1.
{"formula": "C7H15BFIO", "method": "the ωB97M-V functional and the def2-TZVPD basis", "symbols": ["C", "C", "C", "O", "C", "B", "F", "C", "I", "C", "C", "H", "H", "H", "H", "H", "H", "H", "H", "H", "H", "H", "H", "H", "H", "H"], "positions_angstrom": [[-3.420272, -2.263647, -1.848176], [-2.037162, -2.488522, -1.244856], [-1.609811, -1.397234, -0.267514], [-0.325099, -0.916151, -0.629413], [0.326408, -0.207633, 0.410452], [1.774837, 0.154205, -0.108998], [2.552618, -0.858815, -0.490833], [2.415762, 1.590657, -0.183773], [1.109252, 2.748304, -1.435102], [2.682060, 2.257634, 1.170880], [1.470621, 2.483330, 2.070934], [-4.135208, -1.930603, -1.091683], [-3.390159, -1.500920, -2.628816], [-3.821126, -3.176999, -2.289332], [-2.003008, -3.463162, -0.753506], [-1.280174, -2.513436, -2.031597], [-1.562341, -1.776880, 0.761944], [-2.325326, -0.562822, -0.276079], [0.405294, -0.850696, 1.305414], [-0.250409, 0.678858, 0.703457], [3.344385, 1.555170, -0.749694], [3.209110, 3.198662, 0.999594], [3.392170, 1.603203, 1.691097], [1.692951, 3.224152, 2.838114], [0.615914, 2.848334, 1.498461], [1.168715, 1.565012, 2.579024]], "atomic_forces_ev_per_a": [[-0.09, 0.04, 0.00], [0.05, -0.05, -0.06], [0.03, 0.13, 0.10], [0.10, -0.20, -0.02], [-0.16, 0.03, 0.00], [0.02, 0.06, -0.04], [-0.05, -0.02, -0.07], [0.09, -0.12, 0.26], [-0.06, 0.06, -0.08], [0.06, 0.03, 0.00], [-0.06, -0.05, -0.05], [0.02, -0.05, 0.01], [-0.01, 0.02, 0.06], [0.06, 0.02, -0.04], [0.03, 0.04, 0.02], [-0.06, -0.04, -0.01], [-0.07, -0.02, -0.04], [0.03, 0.00, 0.00], [0.05, 0.06, 0.00], [0.00, -0.02, -0.03], [0.01, -0.03, 0.00], [-0.08, 0.02, -0.02], [0.05, 0.07, -0.01], [0.04, -0.03, 0.02], [0.03, 0.04, 0.04], [-0.03, 0.01, -0.05]], "energy_ha": -773.4082}



2.
{"formula": "C3H7Br3N", "method": "the ωB97M-V functional and the def2-TZVPD basis", "symbols": ["C", "C", "Br", "C", "N", "Br", "Br", "H", "H", "H", "H", "H", "H", "H"], "positions_angstrom": [[0.950845, 1.650997, 0.159120], [-0.124806, 0.679912, -0.277790], [-1.940846, 1.227500, 0.463520], [0.251961, -0.725159, 0.063739], [-0.952373, -1.559677, -0.292275], [1.697851, -1.444505, -0.940510], [0.328134, -1.047461, 2.163705], [0.933994, 1.722910, 1.250209], [1.865815, 1.236138, -0.335468], [0.785104, 2.739600, -0.020435], [-0.163276, 0.674635, -1.409066], [-1.671683, -1.137467, 0.255300], [-1.238862, -1.520534, -1.251449], [-0.721859, -2.496889, 0.171402]], "atomic_forces_ev_per_a": [[-0.06, 0.71, 0.22], [0.01, 1.73, -1.01], [1.25, -0.50, -0.61], [-1.10, -0.72, 1.63], [1.74, -1.89, 2.48], [0.19, 0.17, 0.33], [0.25, 0.29, -2.28], [0.72, -0.82, 0.06], [-0.30, 0.96, 0.93], [-0.06, -1.03, -0.99], [-0.51, 0.23, 1.08], [-1.41, 0.39, 0.71], [0.15, -0.48, -1.02], [-0.86, 0.94, -1.52]], "smiles": "C[C@H](Br)C([NH3+])(Br)Br", "total_charge": 1, "energy_ha": -7895.0132, "de_lowest_kj_mol": 87.80}



3.
{"formula": "C18H20IN3O3Sn", "method": "the ωB97M-V functional and the def2-TZVPD basis", "symbols": ["Sn", "C", "O", "C", "C", "C", "C", "C", "C", "O", "C", "O", "C", "H", "H", "H", "H", "H", "H", "H", "H", "H", "I", "C", "C", "N", "N", "C", "H", "H", "H", "C", "C", "C", "C", "C", "C", "N", "H", "H", "H", "H", "H", "H", "H", "H"], "positions_angstrom": [[0.914255, 0.770082, -0.205979], [-2.793409, -5.274444, -1.054614], [-2.655130, -5.034057, 0.339682], [-1.994826, -3.976684, 0.774883], [-1.979511, -3.815020, 2.183892], [-1.373174, -2.733872, 2.741526], [-0.717291, -1.748306, 1.962294], [-0.168200, -0.571815, 2.558068], [0.068810, -0.460051, 4.030209], [0.150560, 0.448247, 1.874578], [-0.662015, -1.956566, 0.538720], [0.011469, -1.182021, -0.277495], [-1.339994, -3.048335, -0.017232], [-3.402902, -6.167957, -1.139960], [-1.825347, -5.447673, -1.528267], [-3.296858, -4.441367, -1.549872], [-2.482275, -4.554015, 2.790868], [-1.443115, -2.622212, 3.812142], [-0.342609, -1.265947, 4.622178], [-0.320029, 0.493964, 4.387316], [1.149232, -0.435893, 4.190666], [-1.304458, -3.147267, -1.093976], [7.267495, 1.912540, -1.469384], [5.539892, 0.774157, -1.282524], [5.201500, -0.359274, -1.991624], [3.972972, -0.715532, -1.579625], [3.493516, 0.113494, -0.642309], [4.441917, 1.023937, -0.448323], [5.752685, -0.908314, -2.735805], [3.434342, -1.517098, -1.862752], [4.336986, 1.790962, 0.302691], [-2.863529, 1.813991, -0.708457], [-2.013101, 2.931822, -1.075496], [-2.456754, 4.249600, -1.600521], [-1.346845, 4.970157, -1.751146], [-0.227832, 4.091045, -1.325662], [1.178869, 4.465816, -1.287687], [-0.672716, 2.882314, -0.939489], [-3.918053, 2.064642, -0.781995], [-2.615644, 1.487285, 0.310403], [-2.638077, 0.954759, -1.357744], [-3.478356, 4.531045, -1.803902], [-1.241453, 5.984084, -2.105210], [1.326216, 5.494126, -1.606314], [1.771797, 3.801399, -1.928795], [1.560983, 4.334240, -0.267935]], "atomic_forces_ev_per_a": [[-0.20, -2.35, 1.26], [0.03, 0.02, -0.31], [-0.09, -0.12, 0.08], [0.21, 0.34, 0.46], [-0.06, 0.01, 0.08], [-0.19, -0.36, 0.00], [0.39, 0.51, -0.41], [-0.36, -0.97, -0.02], [-0.03, 0.27, 0.04], [0.71, 0.96, -0.76], [-0.53, -0.17, 0.75], [0.84, 1.42, -0.84], [0.15, 0.06, -0.47], [0.02, 0.01, 0.00], [0.02, 0.00, 0.09], [-0.01, 0.01, 0.07], [-0.03, 0.00, 0.00], [0.06, 0.01, 0.02], [0.00, -0.03, -0.01], [0.00, -0.01, -0.01], [0.01, -0.02, -0.05], [0.03, -0.05, 0.03], [-0.30, -0.25, 0.08], [0.30, 0.22, -0.09], [0.12, 0.19, 0.08], [-0.01, -0.02, -0.07], [-0.49, -0.08, 0.30], [0.15, -0.14, -0.12], [-0.05, -0.06, -0.01], [0.03, -0.04, 0.00], [-0.07, 0.06, -0.05], [-0.25, 0.24, 0.02], [0.57, -0.46, 0.28], [0.07, 0.75, -0.32], [-0.85, 0.25, -0.19], [0.32, -0.78, 0.36], [-0.12, 0.34, -0.13], [-0.59, 0.58, -0.18], [-0.01, -0.09, -0.01], [0.08, -0.04, -0.04], [0.07, 0.01, 0.01], [-0.03, -0.04, 0.03], [0.05, 0.01, 0.00], [0.06, -0.01, 0.02], [-0.05, -0.11, 0.05], [0.00, -0.08, 0.00]], "total_charge": 2, "energy_ha": -1599.2530}



no.,maximum force (eV/A),orbital gap (eV)
1,0.3,9.85
2,3.6,9.91
3,2.7,3.16